A cluster of 13 separate species, C46H68N10O3S3 in total, computed with ωB97M-V with the def2-TZVPD basis set.

Last column: Mulliken charge in e.
Atoms and positions in Å:
C (1.13466, 4.38013, -1.78138)  -0.314
S (0.54501, 4.61130, -3.51137)  0.805
O (-0.78418, 5.31172, -3.39606)  -0.833
C (1.70549, 5.91222, -3.97852)  -1.205
H (1.31226, 5.36217, -1.34034)  0.547
H (2.05034, 3.79204, -1.76487)  0.254
H (0.37943, 3.91326, -1.15611)  -0.533
H (1.33606, 6.88112, -3.64251)  0.374
H (1.64244, 5.96267, -5.06800)  0.382
H (2.74429, 5.75006, -3.70036)  0.358
C (1.70116, 0.94133, -3.53130)  -0.700
S (2.19984, -0.47181, -4.57230)  0.511
O (3.59609, -0.09013, -4.96490)  -0.702
C (2.29421, -1.80453, -3.33668)  -0.562
H (2.47307, 1.14891, -2.79253)  0.263
H (0.78253, 0.81001, -2.95604)  0.158
H (1.62267, 1.76241, -4.24107)  0.423
H (1.36127, -2.06915, -2.84295)  0.072
H (3.06842, -1.61658, -2.59648)  0.144
H (2.57547, -2.63779, -3.98459)  0.488
C (3.33802, 4.85546, 1.50349)  -1.114
S (2.49220, 3.31796, 2.03462)  0.174
O (1.49731, 3.14604, 0.90528)  -0.148
C (3.86892, 2.21447, 1.69255)  -0.397
H (3.65458, 4.60618, 0.49075)  0.294
H (4.08866, 5.18782, 2.21715)  0.378
H (2.60698, 5.65646, 1.39879)  0.380
H (3.97801, 2.26720, 0.60903)  0.338
H (3.65791, 1.18885, 1.96561)  -0.532
H (4.72631, 2.59183, 2.24940)  0.528
N (3.38772, 1.41510, 5.00298)  0.014
C (4.16954, 0.29134, 5.14278)  -0.847
C (3.76475, -0.63652, 4.22894)  -0.851
C (2.61082, -0.10711, 3.58390)  0.588
C (2.44910, 1.17917, 4.02962)  -1.934
H (3.50977, 2.28006, 5.49477)  0.210
H (4.89345, 0.15029, 5.92836)  0.438
H (4.19567, -1.61241, 4.08108)  0.469
H (2.06999, -0.55877, 2.77311)  0.847
H (1.75145, 1.94772, 3.75220)  1.138
N (-5.01009, -3.59258, -2.06977)  0.039
C (-6.00709, -3.22036, -1.22026)  -0.700
C (-5.45525, -2.92983, -0.00239)  -1.272
C (-4.08482, -3.19390, -0.12893)  1.139
C (-3.79137, -3.58567, -1.41465)  -1.543
H (-5.08942, -3.90965, -3.01772)  0.201
H (-7.03978, -3.21020, -1.52915)  0.418
H (-5.91723, -2.64806, 0.92823)  0.423
H (-3.34829, -3.16702, 0.66101)  0.765
H (-2.91557, -4.00764, -1.87803)  0.595
N (-1.31381, 0.35245, -0.77442)  1.268
C (-1.35831, -1.01227, -0.75383)  -2.231
C (-0.22095, -1.47204, -0.13239)  -0.701
C (0.48131, -0.31231, 0.31328)  0.245
C (-0.18836, 0.77881, -0.14247)  -0.455
H (-2.07038, 0.96494, -1.05633)  0.032
H (-2.12563, -1.59426, -1.23731)  0.961
H (0.14225, -2.48072, -0.04108)  1.212
H (1.40315, -0.31835, 0.87186)  -0.014
H (0.04208, 1.82766, -0.07645)  -0.195
N (6.21294, -0.10310, -1.89259)  0.011
C (6.18999, -0.37663, -0.54614)  -0.760
C (4.87975, -0.25233, -0.13731)  -0.921
C (4.11711, 0.14759, -1.24404)  1.031
C (4.94960, 0.20909, -2.33210)  -1.240
H (6.97524, -0.26746, -2.52404)  0.238
H (7.07333, -0.81502, -0.11228)  0.407
H (4.53347, -0.51102, 0.85073)  0.507
H (3.04193, 0.18688, -1.30776)  0.175
H (4.81644, 0.46832, -3.37033)  0.530
N (-0.56516, -3.21138, 3.08124)  1.120
C (0.69606, -3.14880, 2.59196)  -0.747
C (1.50447, -3.95744, 3.37911)  -1.091
C (0.63162, -4.57797, 4.32176)  -0.823
C (-0.64961, -4.13365, 4.07700)  -0.532
H (-1.35828, -2.65308, 2.80266)  -0.022
H (0.93079, -2.42981, 1.82885)  0.475
H (2.56423, -4.14538, 3.39210)  0.524
H (0.94201, -5.30308, 5.05624)  0.474
H (-1.53688, -4.19411, 4.68564)  0.508
N (-0.76129, -5.17226, 0.54615)  0.166
C (-1.95809, -5.76406, 0.83906)  -0.475
C (-2.37108, -6.54163, -0.22170)  -0.626
C (-1.38211, -6.34190, -1.22865)  -0.681
C (-0.47571, -5.40735, -0.77611)  -0.523
H (-0.31783, -4.52768, 1.19424)  0.477
H (-2.27574, -5.68927, 1.86826)  0.420
H (-3.22063, -7.19540, -0.30992)  0.444
H (-1.41506, -6.73460, -2.23330)  0.425
H (0.33198, -4.90203, -1.27925)  0.465
N (-2.71768, -0.78973, 2.00077)  0.788
C (-1.68534, -0.29415, 2.77728)  0.414
C (-2.06033, -0.49195, 4.09035)  -0.248
C (-3.32451, -1.09070, 4.11727)  -1.291
C (-3.73121, -1.23266, 2.80635)  -0.613
H (-2.62254, -0.77903, 0.98430)  0.195
H (-0.74479, 0.05980, 2.40532)  -0.493
H (-1.37216, -0.30725, 4.89640)  0.606
H (-3.93873, -1.42932, 4.93529)  0.486
H (-4.64927, -1.60928, 2.38986)  0.183
N (-2.63550, -1.23469, -5.97612)  0.077
C (-1.93490, -0.52919, -5.03498)  -0.924
C (-1.26310, 0.47419, -5.67864)  0.253
C (-1.53787, 0.34350, -7.06682)  -1.123
C (-2.38806, -0.72186, -7.21117)  -0.400
H (-3.21392, -2.04497, -5.86003)  0.161
H (-2.05737, -0.76311, -3.98972)  0.529
H (-0.60338, 1.22266, -5.27305)  0.664
H (-1.20858, 0.98588, -7.86672)  0.397
H (-2.86667, -1.17299, -8.06514)  0.386
N (-2.31537, 3.63226, -1.77170)  0.320
C (-2.36086, 3.53637, -0.40592)  -0.911
C (-3.40416, 2.67694, -0.08902)  -0.291
C (-3.97141, 2.24573, -1.31754)  -1.317
C (-3.29986, 2.88266, -2.33225)  -0.426
H (-1.62234, 4.15989, -2.31778)  0.220
H (-1.59163, 4.00609, 0.18537)  0.848
H (-3.81618, 2.45327, 0.88184)  0.568
H (-4.79571, 1.55151, -1.35896)  0.488
H (-3.44473, 2.80542, -3.39700)  0.499
N (-1.16308, 2.44285, 5.09262)  -0.073
C (-1.57716, 3.69974, 4.73461)  -0.946
C (-1.30649, 3.83199, 3.39021)  -1.059
C (-0.95905, 2.54322, 2.89763)  0.934
C (-0.82110, 1.71835, 3.99005)  -1.904
H (-1.14289, 2.09695, 6.03464)  0.222
H (-1.93818, 4.35238, 5.51093)  0.434
H (-1.47444, 4.67317, 2.73545)  0.487
H (-0.66181, 2.22244, 1.91515)  0.659
H (-0.46526, 0.71871, 4.01617)  1.152

Calculated values
- molecular weight (g/mol) = 905.32
- frontier orbital gap (eV) = 7.437
- HOMO energy (eV) = -7.25

A cluster of 2 separate species, C15H18O2 in total, computed with ωB97M-V with the def2-TZVPD basis set.

Last column: Mulliken charge in e.
Atoms and positions in Å:
C (-3.77677, 0.66600, 1.31489)  -1.079
C (-2.81810, -0.20033, 2.13094)  -0.475
C (-1.80109, -1.01045, 1.35654)  0.443
C (-1.64274, -1.01521, -0.01770)  -0.084
C (-0.64438, -1.74594, -0.65877)  -0.653
C (0.23023, -2.51186, 0.10138)  0.493
O (1.24696, -3.21852, -0.48302)  -0.606
C (0.00095, -2.64924, 1.46378)  -0.652
C (-0.98532, -1.90376, 2.07063)  -0.516
H (-3.92168, 1.65064, 1.75636)  0.308
H (-4.74546, 0.19734, 1.16757)  0.316
H (-3.37943, 0.81624, 0.31076)  0.252
H (-2.26394, 0.41678, 2.83328)  0.314
H (-3.42899, -0.88502, 2.72780)  0.383
H (-2.19042, -0.31886, -0.64515)  0.131
H (-0.42042, -1.61499, -1.71646)  0.351
H (1.76173, -2.65623, -1.07596)  0.315
H (0.60601, -3.40491, 1.95806)  0.372
H (-1.03038, -1.89665, 3.13586)  0.384
C (1.24302, 2.03110, -3.74305)  -1.460
C (1.24158, 1.78367, -2.26270)  0.895
C (2.32634, 1.11157, -1.68536)  -0.621
C (2.37330, 0.90891, -0.31499)  -0.345
C (1.43156, 1.49824, 0.51426)  -0.104
O (1.51530, 1.42451, 1.88325)  -0.531
C (0.36618, 2.17706, -0.05808)  -0.248
C (0.24340, 2.27242, -1.44120)  -0.616
H (2.23643, 2.26047, -4.14880)  0.371
H (0.66342, 2.91243, -3.98278)  0.390
H (0.91474, 1.20291, -4.37220)  0.281
H (3.08294, 0.71843, -2.35632)  0.386
H (3.20568, 0.39797, 0.15323)  0.448
H (2.18586, 2.00381, 2.27034)  0.332
H (-0.31774, 2.73292, 0.55998)  0.420
H (-0.66249, 2.70164, -1.84889)  0.406

Calculated values
- molecular weight (g/mol) = 230.31
- frontier orbital gap (eV) = 9.010
- HOMO energy (eV) = -8.29
- SMILES = CCc1ccc(O)cc1.Cc1ccc(O)cc1

Computed energy above the lowest of the compared OMol25 structures with the same formula, charge and spin (kJ/mol) in order:
188.8; 73.7
Computed calculated total energy (eV) in order:
-102347.750; -19941.545